(1)
{"formula": "C8H10N2O4S", "method": "the ωB97M-V functional and the def2-TZVPD basis", "homo_energy_ev": [-6.8, -9.1], "orbital_gap_ev": [6.97, 6.63], "s2": 2.0301, "multiplicity": 3, "e_tot_ha": -1119.15809, "fmax_ha_per_bohr": 0.1061, "species": ["C", "C", "C", "C", "C", "C", "C", "C", "N", "N", "O", "O", "O", "O", "S", "H", "H", "H", "H", "H", "H", "H", "H", "H", "H"], "xyz": [[-2.85723, 1.87458, 1.01766], [-1.52914, 2.38423, 1.22647], [-3.21509, 0.60092, 0.70250], [-0.29134, 0.41194, 0.75234], [-2.52075, -0.59082, 1.06845], [-0.12961, 0.17099, -1.76523], [1.73243, -0.44433, -0.35057], [0.19508, -0.47512, -0.33323], [-0.61140, 1.54260, 0.96035], [-2.95287, -1.72526, 0.58187], [-4.04006, -1.46581, -0.38366], [-2.62661, -2.91306, 0.77267], [-5.83914, 0.21471, -0.28075], [-3.95346, 0.48744, -1.82282], [-4.39821, 0.12508, -0.54162], [-3.52710, 2.72592, 0.82409], [-1.39960, 3.32541, 1.61303], [-1.80402, -0.58443, 1.84353], [0.49602, 1.06013, -1.67083], [-1.22272, 0.23327, -1.75372], [-0.06505, -0.54544, -2.55212], [2.11553, 0.45496, -0.71600], [2.09463, -1.40081, -0.94531], [2.22290, -0.54024, 0.58053], [-0.17444, -1.53104, -0.28592]], "nbo_charge": [-0.36, 0.05, -0.30, 0.44, -0.12, -0.61, -0.59, -0.34, -0.40, 0.32, -0.58, -0.35, -0.87, -0.90, 2.31, 0.24, 0.22, 0.26, 0.22, 0.23, 0.23, 0.21, 0.22, 0.21, 0.26]}

***

(2)
{"formula": "C5H11NO", "method": "the ωB97M-V functional and the def2-TZVPD basis", "homo_energy_ev": -9.8, "orbital_gap_ev": 10.77, "multiplicity": 1, "e_tot_ha": -327.03133, "fmax_ha_per_bohr": 0.0094, "smiles": "C/N=C1\\O[C@@H]1C.C", "species": ["C", "N", "C", "O", "C", "C", "H", "H", "H", "H", "H", "H", "H", "C", "H", "H", "H", "H"], "xyz": [[2.88939, 0.06684, 0.27021], [1.50436, -0.17937, -0.06832], [0.65148, 0.72755, -0.00616], [0.44759, 2.02149, 0.29408], [-0.71057, 1.14424, -0.12385], [-1.73979, 0.87034, 0.94362], [3.50655, -0.19974, -0.59365], [3.16562, -0.60779, 1.08658], [3.10702, 1.10050, 0.56646], [-1.08695, 1.39710, -1.11515], [-2.68319, 0.54613, 0.49326], [-1.41284, 0.09593, 1.64498], [-1.91880, 1.79564, 1.49738], [-1.14675, -1.75263, -0.97714], [-0.18517, -1.31846, -0.70647], [-1.57322, -2.24358, -0.09846], [-0.97457, -2.47916, -1.77211], [-1.84014, -0.98502, -1.33525]], "nbo_charge": [-0.43, -0.49, 0.54, -0.48, 0.03, -0.65, 0.21, 0.20, 0.18, 0.20, 0.23, 0.23, 0.23, -0.87, 0.25, 0.21, 0.21, 0.19]}

***

(3)
{"formula": "C18H23FN6O4", "method": "the ωB97M-V functional and the def2-TZVPD basis", "homo_energy_ev": -8.5, "orbital_gap_ev": 9.14, "multiplicity": 1, "e_tot_ha": -1429.10368, "fmax_ha_per_bohr": 0.0661, "smiles": "Cc1nccn1[C@H](C)C(=O)NC[C@@H]1CCCN(C(=O)c2nc(O)nc(O)c2F)C1", "species": ["C", "C", "N", "C", "C", "N", "C", "C", "C", "O", "N", "C", "C", "C", "C", "C", "N", "C", "O", "C", "N", "C", "O", "N", "C", "O", "C", "F", "C", "H", "H", "H", "H", "H", "H", "H", "H", "H", "H", "H", "H", "H", "H", "H", "H", "H", "H", "H", "H", "H", "H", "H"], "xyz": [[4.31205, -1.45243, -1.53616], [3.88333, -1.69979, -0.12738], [4.22411, -2.74571, 0.59094], [3.64700, -2.57257, 1.80940], [2.92967, -1.40845, 1.84247], [3.08491, -0.85142, 0.58818], [2.53596, 0.41895, 0.14592], [3.21286, 1.58384, 0.85036], [1.01337, 0.43599, 0.27886], [0.43899, 1.31065, 0.90347], [0.38294, -0.57232, -0.35148], [-1.04371, -0.82260, -0.29949], [-1.31002, -2.24450, 0.17525], [-0.76252, -2.49343, 1.59148], [-0.16100, -3.88897, 1.70854], [0.95314, -4.05683, 0.68552], [0.44822, -3.78871, -0.67077], [1.08234, -4.27031, -1.76351], [0.55612, -4.39047, -2.85344], [2.52931, -4.65997, -1.61970], [3.42286, -3.78760, -2.07506], [4.68509, -4.15848, -2.01629], [5.60592, -3.31555, -2.48086], [5.14524, -5.31453, -1.53883], [4.26065, -6.17556, -1.09126], [4.67918, -7.34417, -0.60007], [2.90410, -5.88877, -1.12316], [2.00282, -6.77406, -0.69071], [-0.91810, -3.31214, -0.86480], [5.10084, -2.14405, -1.81443], [3.49213, -1.59978, -2.24303], [4.70459, -0.44166, -1.67340], [3.77377, -3.28167, 2.61345], [2.34961, -0.92200, 2.60888], [2.73662, 0.49849, -0.92572], [2.80523, 2.53479, 0.51179], [3.06667, 1.53025, 1.92838], [4.28344, 1.57735, 0.64833], [0.94446, -1.25750, -0.83745], [-1.53217, -0.11100, 0.36194], [-1.47265, -0.66288, -1.29285], [-2.39646, -2.34789, 0.27259], [0.07856, -1.81670, 1.78621], [-1.51289, -2.29023, 2.35304], [0.25233, -4.03942, 2.70696], [-0.92230, -4.66407, 1.57513], [1.76984, -3.36560, 0.90480], [1.32352, -5.07734, 0.76449], [6.45278, -3.75846, -2.30726], [5.64782, -7.33804, -0.68478], [-1.62275, -4.14482, -0.85500], [-0.98367, -2.84116, -1.84330]], "nbo_charge": [-0.71, 0.39, -0.52, -0.09, -0.13, -0.36, -0.13, -0.60, 0.67, -0.62, -0.62, -0.22, -0.22, -0.41, -0.40, -0.24, -0.44, 0.66, -0.59, 0.14, -0.49, 0.70, -0.64, -0.56, 0.51, -0.63, 0.24, -0.30, -0.23, 0.28, 0.24, 0.20, 0.21, 0.23, 0.24, 0.23, 0.22, 0.22, 0.41, 0.24, 0.20, 0.22, 0.21, 0.22, 0.22, 0.20, 0.23, 0.21, 0.51, 0.50, 0.20, 0.23]}

***

(4)
{"formula": "C2H3O2Yb", "method": "the ωB97M-V functional and the def2-TZVPD basis", "charge": 2, "homo_energy_ev": [-20.9, -20.4], "orbital_gap_ev": [9.95, 7.21], "s2": 0.7562, "multiplicity": 2, "e_tot_ha": -1386.28455, "fmax_ha_per_bohr": 0.0435, "species": ["H", "C", "C", "H", "O", "O", "H", "Yb"], "xyz": [[-2.33383, 0.56777, -1.65482], [-2.42613, 0.03789, -0.71422], [-2.63531, -0.45076, 0.37721], [-2.90109, -0.77354, 1.37622], [1.96434, 0.61606, -0.32887], [1.96214, -0.84974, -0.14834], [2.08879, -1.19964, -1.04072], [0.04460, 0.21102, 0.47255]], "nbo_charge": [0.32, -0.28, -0.27, 0.32, -0.48, -0.53, 0.54, 2.37]}

***

(5)
{"formula": "C22H25CrN12O2S2", "method": "the ωB97M-V functional and the def2-TZVPD basis", "charge": 2, "homo_energy_ev": [-13.2, -13.2], "orbital_gap_ev": [6.70, 7.11], "s2": 0.7565, "multiplicity": 2, "e_tot_ha": -3501.43878, "fmax_ha_per_bohr": 0.0366, "species": ["Cr", "O", "C", "N", "C", "O", "C", "C", "C", "C", "C", "N", "C", "C", "C", "C", "C", "N", "H", "H", "H", "H", "H", "H", "H", "H", "C", "N", "C", "C", "N", "N", "C", "N", "N", "H", "H", "H", "H", "H", "H", "H", "H", "H", "H", "H", "N", "C", "N", "C", "C", "S", "C", "C", "S", "C", "N", "N", "H", "H", "H", "H", "H", "H"], "xyz": [[0.28401, 0.78170, 0.10647], [-1.29219, 0.20540, 3.78887], [-0.89519, 0.64430, 2.73357], [-0.89739, 0.01350, 1.52307], [-1.14129, -1.33730, 1.42527], [-0.70549, -2.18100, 2.18057], [-1.94569, -1.69050, 0.20887], [-2.77249, -2.80920, 0.20757], [-3.47609, -3.10340, -0.95003], [-3.32579, -2.27790, -2.05433], [-2.47829, -1.18210, -1.95193], [-1.80609, -0.89500, -0.84973], [-0.41189, 2.05750, 2.56617], [-0.51539, 2.98530, 3.59297], [-0.05679, 4.27450, 3.37557], [0.48851, 4.57890, 2.13297], [0.54631, 3.59570, 1.15897], [0.10521, 2.35320, 1.36167], [-2.85309, -3.41100, 1.09937], [-4.13049, -3.95870, -1.00013], [-3.85589, -2.47100, -2.97283], [-2.32779, -0.50740, -2.78563], [-0.95969, 2.67540, 4.52637], [-0.12659, 5.02710, 4.14647], [0.85741, 5.57040, 1.92607], [0.96531, 3.79750, 0.18047], [0.82561, -3.48400, -2.22833], [1.40051, -3.31940, -0.90843], [2.03391, -4.47600, -0.30023], [1.32741, -2.13130, -0.28393], [0.90211, -1.03080, -0.82933], [1.76631, -2.14090, 1.03037], [1.93111, -1.06420, 1.85827], [2.29331, -1.36620, 3.11527], [1.86991, 0.15380, 1.40387], [0.73681, -4.54520, -2.44103], [1.45801, -3.03040, -2.99493], [-0.17259, -3.04600, -2.26733], [2.24961, -5.20700, -1.07593], [1.38001, -4.95280, 0.43717], [2.98211, -4.20530, 0.16667], [0.69481, -1.13850, -1.81543], [1.73441, -3.04130, 1.49397], [2.21151, -2.30630, 3.47117], [2.30241, -0.64280, 3.81727], [2.13741, 0.82490, 2.12347], [3.60501, 0.95360, -1.08733], [2.66601, 1.59980, -1.78623], [1.40441, 1.66690, -1.42323], [0.65261, 2.34240, -2.36463], [1.34631, 2.80050, -3.43703], [3.01251, 2.38160, -3.30483], [-0.75109, 2.47470, -2.06613], [-1.69489, 3.20520, -2.71123], [-3.20989, 3.08420, -1.89853], [-2.46509, 2.04220, -0.71523], [-1.19229, 1.80630, -0.94493], [-3.16109, 1.57470, 0.32387], [3.34461, 0.58930, -0.18103], [4.57521, 1.05450, -1.33423], [0.98981, 3.34630, -4.28503], [-1.59219, 3.80330, -3.59153], [-4.14219, 1.77900, 0.40937], [-2.72569, 0.90920, 0.94877]], "nbo_charge": [1.20, -0.53, 0.62, -0.76, 0.68, -0.56, 0.08, -0.19, -0.15, -0.22, 0.04, -0.43, 0.17, -0.20, -0.11, -0.22, 0.07, -0.47, 0.25, 0.24, 0.25, 0.20, 0.27, 0.25, 0.25, 0.21, -0.42, -0.39, -0.43, 0.67, -0.79, -0.61, 0.70, -0.76, -0.83, 0.24, 0.21, 0.21, 0.25, 0.21, 0.22, 0.39, 0.43, 0.42, 0.42, 0.38, -0.78, 0.30, -0.58, 0.09, -0.40, 0.47, 0.10, -0.41, 0.47, 0.31, -0.54, -0.78, 0.42, 0.42, 0.27, 0.27, 0.43, 0.43]}

***

(6)
{"formula": "C4H10IPS", "method": "the ωB97M-V functional and the def2-TZVPD basis", "homo_energy_ev": -8.0, "orbital_gap_ev": 6.99, "multiplicity": 1, "e_tot_ha": -1195.55127, "fmax_ha_per_bohr": 0.0680, "species": ["C", "C", "C", "C", "P", "S", "I", "H", "H", "H", "H", "H", "H", "H", "H", "H", "H"], "xyz": [[0.91347, -1.05658, 2.29834], [-1.48710, 0.84700, -1.91508], [0.07131, 0.05109, 1.53629], [-0.03317, 1.14496, -1.35638], [0.39685, -0.32219, -0.27684], [-0.81460, -2.61993, -1.18887], [2.80193, -0.64536, -0.60991], [0.37741, -1.99344, 2.03609], [2.01230, -1.03902, 1.90171], [1.03774, -0.93213, 3.38024], [-2.15561, 0.64288, -1.08661], [-1.92621, 1.73617, -2.42866], [-1.45762, 0.08256, -2.71812], [0.26541, 1.07533, 1.67999], [-1.05790, -0.23874, 1.60145], [0.23237, 2.09705, -0.75389], [0.82342, 1.17035, -2.09975]], "nbo_charge": [-0.64, -0.62, -0.72, -0.76, 0.90, -0.50, -0.03, 0.24, 0.22, 0.23, 0.22, 0.22, 0.25, 0.23, 0.26, 0.24, 0.26]}